(1)
110
Properties=species:S:1:pos:R:3:forces:R:3:mulliken_charge:R:1 method="wB97M-V/def2-TZVPD" e_above_lowest_kj_mol=0.00 homo_lumo_gap_ev=6.2200 e_homo_ev=-5.949 fmax_ha_per_bohr=0.027 lumo_energy_ev=0.271
K -0.412302 -0.067772 0.071484 0.6 0.2 0.0 1.223
C -3.728842 0.580481 -0.339308 0.1 0.1 0.1 -0.894
C -3.205156 -0.757515 -0.821123 0.0 0.0 0.0 -0.357
O -2.749351 -1.454543 0.320770 0.0 0.0 0.0 -0.248
C -2.121957 -2.705864 0.086306 -0.1 0.1 0.0 0.056
C -1.575060 -3.170972 1.412873 0.2 0.0 0.1 -1.243
O -0.428959 -2.398164 1.769298 -0.2 0.1 0.1 0.333
C -0.371502 -1.897578 3.103672 0.0 -0.1 -0.1 -0.795
C -0.224579 -0.392960 3.070020 -0.1 0.1 0.1 -0.483
O -1.400970 0.109120 2.465217 -0.1 0.1 0.2 -0.274
C -1.478854 1.512773 2.290805 -0.1 -0.1 0.1 -0.571
C -2.766803 1.809680 1.548255 0.0 0.0 0.0 -0.913
O -2.674733 1.384882 0.187910 -0.1 -0.1 0.1 -0.204
H -4.489964 0.415020 0.426537 0.0 0.0 0.0 0.432
H -4.186547 1.108497 -1.178204 0.0 0.0 0.0 0.406
H -2.394819 -0.620010 -1.553775 -0.1 0.0 0.0 0.111
H -4.010596 -1.305279 -1.323096 -0.1 0.0 0.0 0.457
H -1.307882 -2.609995 -0.648743 -0.1 0.0 0.0 -0.254
H -2.848568 -3.433375 -0.293878 0.0 0.0 0.0 0.473
H -1.294282 -4.227593 1.343358 0.0 0.0 0.0 0.416
H -2.351363 -3.066371 2.174803 0.0 0.0 0.0 0.570
H 0.474346 -2.350942 3.625817 0.0 0.0 0.0 0.418
H -1.280698 -2.157974 3.648246 -0.1 0.0 0.0 0.517
H 0.677941 -0.113748 2.498067 -0.1 0.0 0.1 0.054
H -0.116721 0.002637 4.087711 0.1 0.0 0.0 0.490
H -0.621530 1.897460 1.719260 0.0 0.0 0.1 0.252
H -1.485084 2.022590 3.260298 0.0 0.1 0.0 0.515
H -2.950003 2.887312 1.582385 0.0 0.0 0.0 0.491
H -3.584614 1.290750 2.053877 0.0 0.0 0.0 0.513
C 2.229558 -1.505974 -9.018903 0.0 0.0 0.0 -1.617
C 0.824389 -1.379084 -8.409826 0.0 0.0 0.0 1.996
C -0.119128 -2.368913 -9.110937 0.0 0.0 0.0 -1.619
C 0.314272 0.035485 -8.684641 0.0 0.1 0.0 -2.082
C 0.882484 -1.690956 -6.909003 0.0 0.0 0.0 0.743
C 1.308480 -2.952822 -6.486090 0.0 0.0 0.1 -0.559
C 1.391911 -3.301482 -5.137099 0.0 0.0 -0.1 -2.357
C 1.033533 -2.345482 -4.208857 0.0 0.0 0.2 1.676
O 1.013057 -2.409813 -2.837584 -0.1 0.6 -0.1 0.052
B 0.567283 -1.118980 -2.307384 0.0 -0.6 -1.3 -0.653
O 0.321802 -0.337323 -3.508385 0.1 -0.1 0.1 -0.711
C 0.612860 -1.092859 -4.609594 -0.1 0.1 0.1 0.173
C 0.527753 -0.741449 -5.943519 0.0 0.1 0.0 -1.116
H 2.201400 -1.281120 -10.091317 0.0 0.0 0.1 0.443
H 2.630225 -2.514519 -8.895430 0.0 0.0 0.0 0.318
H 2.924194 -0.810592 -8.538958 -0.1 0.0 0.0 0.369
H -0.170504 -2.153116 -10.184022 0.0 0.0 0.1 0.442
H -1.129509 -2.299127 -8.698020 0.1 0.0 0.0 0.378
H 0.219240 -3.400490 -8.991834 0.0 0.1 0.0 0.308
H 0.282135 0.207791 -9.764378 0.0 0.0 0.1 0.422
H 0.968701 0.794558 -8.244817 -0.1 -0.1 0.0 0.390
H -0.695878 0.184931 -8.291344 0.1 0.0 0.0 0.400
H 1.590053 -3.695352 -7.224911 0.0 0.0 0.0 0.352
H 1.726342 -4.286640 -4.835688 0.0 0.1 -0.1 0.357
H 0.192365 0.252887 -6.213221 0.0 -0.1 0.0 0.539
C 2.113402 -4.907970 -2.297084 0.1 -0.1 -0.1 -1.377
C 2.189232 -5.143659 -0.795525 0.0 0.0 0.0 -0.435
C 1.617612 -4.015441 0.056899 0.2 0.0 0.1 -0.235
N 2.415659 -2.788702 -0.041329 -0.1 0.1 -0.1 0.796
C 2.736957 -1.929224 0.922082 0.1 -0.5 0.1 -0.638
S 3.094658 -0.327684 0.629526 0.0 0.3 0.1 -0.317
N 2.785055 -2.390975 2.233994 0.0 -0.1 -0.4 0.383
C 3.077572 -3.637160 2.783954 0.3 0.1 -0.5 -0.154
O 2.721374 -3.872521 3.909455 -0.3 -0.1 0.7 -0.638
C 3.928340 -4.590278 2.013767 0.0 0.1 0.0 0.647
C 4.892052 -4.142852 1.118965 0.1 0.0 0.0 0.163
C 5.700654 -5.062824 0.467162 0.0 0.0 0.0 -0.844
C 5.537207 -6.420640 0.705535 0.1 0.0 0.0 -0.387
C 4.579032 -6.864927 1.608007 0.0 0.0 0.0 -0.599
C 3.780351 -5.947581 2.272001 0.0 -0.1 0.0 -0.504
H 2.444835 -5.795253 -2.842146 0.0 0.0 0.1 0.479
H 2.743658 -4.071103 -2.616953 -0.1 -0.2 0.1 0.333
H 1.095498 -4.667129 -2.608019 0.1 -0.1 0.1 0.227
H 3.224977 -5.309593 -0.491873 -0.1 0.0 0.0 -0.113
H 1.644661 -6.057625 -0.539594 -0.1 0.0 0.0 0.468
H 1.577707 -4.335694 1.096821 -0.1 0.1 -0.1 0.766
H 0.599486 -3.757922 -0.241896 0.0 -0.1 -0.1 -0.226
H 2.365816 -2.338799 -0.951264 -0.1 0.0 -0.1 -0.047
H 2.694120 -1.662358 2.917841 0.0 0.2 0.2 0.363
H 5.014396 -3.081954 0.929581 0.0 -0.1 0.0 0.416
H 6.455405 -4.717671 -0.228945 0.0 0.0 0.0 0.414
H 6.164448 -7.137420 0.189776 0.0 0.0 0.0 0.396
H 4.458253 -7.925070 1.794267 0.0 0.0 0.0 0.398
H 3.036687 -6.270521 2.990647 0.0 0.0 0.0 0.471
C -3.088766 7.865685 -0.072681 -0.1 0.0 0.0 -1.044
C -1.703749 8.036257 0.534614 0.1 -0.1 -0.1 -0.673
N -0.731230 7.089737 -0.016148 0.1 0.0 0.1 0.238
C -0.068567 7.479237 -1.260808 -0.1 0.0 0.1 -0.656
C 1.043274 8.502071 -1.070455 0.1 0.1 0.0 -1.097
C -0.704190 5.841707 0.526752 -0.2 0.0 0.1 0.351
O -1.463265 5.505726 1.432810 0.2 0.1 -0.2 -0.675
C 0.277571 4.836602 -0.003559 0.0 0.1 0.0 0.093
C 1.645970 5.042338 -0.112064 0.1 0.0 0.0 0.086
C 2.452441 3.992084 -0.523044 0.0 0.0 0.0 -1.182
C 1.863166 2.766997 -0.804519 0.0 -0.1 0.0 -0.478
N 0.550875 2.555533 -0.688101 -0.1 0.1 0.1 -0.228
C -0.214751 3.573157 -0.299341 0.0 -0.1 -0.1 -0.636
H -3.784069 8.595434 0.348483 0.1 0.0 0.0 0.376
H -3.470819 6.866885 0.140982 0.0 0.0 0.0 0.268
H -3.073069 8.009753 -1.156286 0.0 0.0 0.1 0.287
H -1.744966 7.885423 1.608164 0.0 0.0 0.1 0.386
H -1.321738 9.040672 0.354358 0.0 0.0 0.0 0.329
H -0.830731 7.889507 -1.927948 0.0 0.0 0.0 0.333
H 0.310087 6.588372 -1.751683 0.1 -0.1 0.0 0.445
H 0.660700 9.447901 -0.681430 0.0 -0.1 0.0 0.346
H 1.528941 8.712579 -2.026952 -0.1 0.0 0.1 0.388
H 1.803390 8.141105 -0.375286 0.0 0.0 0.0 0.222
H 2.078293 6.005062 0.136796 0.0 -0.1 0.0 0.509
H 3.524700 4.110061 -0.612412 0.0 0.0 0.0 0.425
H 2.456009 1.911981 -1.124234 -0.1 0.1 0.1 0.644
H -1.281884 3.374113 -0.214653 0.2 0.0 0.0 0.602

***

(2)
73
Properties=species:S:1:pos:R:3:forces:R:3:mulliken_charge:R:1 method="wB97M-V/def2-TZVPD" e_above_lowest_kj_mol=49.47 homo_lumo_gap_ev=5.6123 e_homo_ev=-1.965 fmax_ha_per_bohr=0.012 lumo_energy_ev=3.648 charge=-2
Ba -0.774247 -0.014639 0.330502 -0.2 -0.1 -0.6 1.466
C 3.673819 -4.086067 0.365252 0.0 0.0 0.0 -1.683
C 3.028864 -3.654693 -0.949215 0.0 0.0 0.0 0.710
C 1.593313 -4.172457 -1.026424 -0.1 0.0 0.0 -1.092
C 3.089001 -2.157351 -1.197027 0.0 0.0 0.0 0.508
C 3.291646 -1.226708 -0.186736 0.0 -0.1 0.1 -0.381
C 3.370273 0.137234 -0.462711 0.0 -0.1 0.0 -0.568
C 3.241658 0.610521 -1.759925 0.0 -0.1 0.0 0.998
C 3.281849 2.078142 -2.067951 0.0 0.1 0.0 -1.444
C 3.007030 -0.321888 -2.771506 0.0 0.0 0.0 -0.622
C 2.934050 -1.673848 -2.496364 0.0 0.0 0.0 -0.636
H 3.694510 -5.176236 0.430938 0.0 0.0 0.0 0.458
H 3.102343 -3.720545 1.222871 0.0 0.0 0.0 0.195
H 4.696064 -3.713926 0.460878 0.0 0.0 0.0 0.384
H 3.597197 -4.123849 -1.761330 0.0 0.0 0.0 0.340
H 0.982432 -3.736913 -0.232331 0.0 0.0 0.0 0.011
H 1.567816 -5.261630 -0.921537 0.0 0.0 0.0 0.426
H 1.099177 -3.895644 -1.956097 0.0 0.0 0.0 0.364
H 3.413864 -1.557956 0.838434 0.0 0.0 0.0 0.219
H 3.540111 0.828927 0.355842 0.0 0.0 0.0 0.250
H 3.775532 2.268958 -3.022311 0.0 0.0 0.0 0.462
H 3.803682 2.639921 -1.291206 0.0 0.0 0.0 0.365
H 2.267941 2.472271 -2.150947 -0.1 0.0 0.0 0.070
H 2.843862 0.027101 -3.783409 0.0 0.0 0.0 0.304
H 2.733676 -2.370947 -3.303110 0.0 0.0 0.0 0.349
S -2.079795 -0.948552 -5.215393 -0.1 0.0 0.1 -0.747
Sb -2.015410 -0.404463 -3.000986 0.1 0.0 0.1 0.653
S -0.266744 1.124588 -2.491991 0.0 -0.1 0.1 -0.725
S -1.655614 -2.280735 -1.594275 0.2 0.1 0.1 -0.662
S -3.890930 0.653064 -2.064279 0.0 0.0 -0.1 -0.645
N -3.914851 1.978731 0.748618 -0.1 0.0 0.1 0.269
C -3.952443 1.291325 1.896162 0.0 0.1 0.0 0.147
N -4.782349 1.712802 2.861660 0.0 0.0 0.1 -0.668
C -4.784073 0.966778 3.955053 0.0 0.0 0.0 0.402
N -5.614282 1.343921 4.971715 0.0 0.0 0.0 -0.422
N -4.074714 -0.152526 4.148042 0.0 0.1 0.0 -0.596
C -3.243788 -0.436608 3.154985 0.1 0.0 0.1 0.130
N -3.113712 0.239299 2.024686 0.0 -0.1 0.1 -0.014
C -2.380447 -1.642026 3.367991 0.0 0.0 0.1 0.227
C -2.681658 -2.525294 4.396573 0.0 0.0 0.0 -0.621
C -1.874177 -3.633376 4.578043 0.0 0.0 0.0 -0.424
C -0.788503 -3.817214 3.737317 0.0 0.0 0.0 -0.728
C -0.562370 -2.875162 2.747877 0.1 -0.1 -0.1 -0.302
N -1.338067 -1.815612 2.561338 0.0 0.1 -0.1 0.308
H -4.651331 2.661372 0.661759 0.0 0.0 0.0 0.312
H -3.712172 1.462338 -0.142526 0.1 0.0 -0.1 -0.593
H -5.926839 2.298847 4.937454 0.0 0.0 0.0 0.259
H -5.381197 0.967307 5.874114 0.0 0.0 0.0 0.256
H -3.533316 -2.323020 5.027429 0.0 0.0 0.0 0.478
H -2.089106 -4.342995 5.366984 0.0 0.0 0.0 0.395
H -0.126546 -4.666124 3.838578 0.0 0.0 0.0 0.422
H 0.274755 -2.983539 2.065164 0.0 0.0 0.0 0.402
C -2.093164 4.223667 -1.966379 0.0 0.0 0.0 -0.762
N -1.273327 4.578645 -0.809743 0.0 -0.1 0.1 0.306
C -1.925616 5.062189 0.395677 0.0 0.0 0.0 -0.678
C 0.022612 4.793455 -0.943404 0.0 0.0 0.0 0.540
N 1.163397 4.992234 -1.005304 0.0 0.0 0.0 -0.703
H -2.405014 5.119235 -2.515823 0.0 0.0 0.0 0.268
H -2.970085 3.676861 -1.622880 0.0 0.0 0.0 0.196
H -1.540821 3.538920 -2.607606 0.0 0.0 0.0 0.230
H -2.495930 5.977166 0.197716 0.0 0.0 0.0 0.309
H -1.176730 5.273479 1.156552 0.0 0.0 0.0 0.328
H -2.602245 4.295498 0.773923 0.0 0.0 0.0 -0.005
N 1.840478 3.142573 1.595752 -0.1 0.0 0.0 -0.310
C 1.146700 2.322677 2.440357 -0.1 -0.1 0.2 0.517
O 0.740990 1.206787 2.035395 0.1 0.2 -0.2 -0.557
C 0.916887 2.751903 3.782096 0.0 0.0 -0.2 0.480
C 0.170546 1.921548 4.643837 0.0 -0.1 0.1 0.096
N -0.441386 1.241903 5.352475 0.0 0.0 0.0 -0.705
C 1.356030 4.006671 4.239598 0.0 0.1 0.2 -0.094
N 1.714737 5.042046 4.615661 0.0 0.0 -0.1 -0.647
H 1.728871 2.965561 0.608126 0.0 0.0 0.0 -0.074
H 1.936605 4.116001 1.839263 0.0 0.0 0.0 0.298

***

(3)
15
Properties=species:S:1:pos:R:3:forces:R:3:mulliken_charge:R:1 method="wB97M-V/def2-TZVPD" e_above_lowest_kj_mol=67.72 homo_lumo_gap_ev=11.8765 e_homo_ev=-10.977 fmax_ha_per_bohr=0.036 lumo_energy_ev=0.899
C -0.497992 1.549570 -0.267442 0.1 0.0 -0.1 -1.479
C -0.539213 0.144078 0.334420 0.1 -0.2 -0.3 0.545
C -0.656330 -0.968628 -0.734714 -0.2 -0.1 -0.4 -1.327
C 0.774825 -0.184231 1.092003 0.2 -0.1 0.0 -0.610
C 1.666330 -0.832625 0.122836 1.8 -0.2 0.0 0.359
N 2.329283 -1.302404 -0.700990 -0.1 0.5 1.1 -0.501
H -0.356980 2.324534 0.498217 0.0 -0.2 -0.1 0.377
H -1.430617 1.773531 -0.798376 0.2 -0.1 0.1 0.375
H 0.327305 1.627420 -0.982630 -0.1 0.1 0.0 0.337
H -1.379413 0.112431 1.049537 0.3 -0.2 -0.3 0.291
H -1.236662 -0.660779 -1.598609 -0.5 0.0 0.1 0.376
H -1.084725 -1.870832 -0.281575 0.0 0.1 -0.3 0.312
H 0.348521 -1.247431 -1.155827 -1.8 0.3 0.3 0.330
H 0.600417 -0.869953 1.929074 0.1 0.1 -0.2 0.294
H 1.304121 0.696732 1.470839 -0.3 -0.1 0.1 0.321

***

(4)
8
Properties=species:S:1:pos:R:3:forces:R:3:mulliken_charge:R:1 method="wB97M-V/def2-TZVPD" e_above_lowest_kj_mol=158.51 homo_lumo_gap_ev=9.5494 e_homo_ev=-8.727 fmax_ha_per_bohr=0.076 lumo_energy_ev=0.822
F -1.549501 -0.862088 -0.295937 0.1 1.1 0.9 -0.229
C -0.691383 -0.174005 0.517748 3.6 -0.6 1.3 -0.178
C 0.319021 0.757795 -0.108017 -1.4 0.9 -0.7 -0.471
P 1.286343 -0.763244 -0.022500 -1.4 -0.9 0.4 -0.088
H -0.732212 -0.287703 1.651288 -0.8 0.1 -1.9 0.340
H -0.005014 1.125731 -1.067875 0.0 0.0 -0.4 0.286
H 0.831537 1.593433 0.392367 -0.8 -0.5 0.5 0.316
H 0.541211 -1.389921 -1.067075 0.6 0.1 0.0 0.024

***

(5)
56
Properties=species:S:1:pos:R:3:forces:R:3:lowdin_spin:R:1 method="wB97M-V/def2-TZVPD" e_above_lowest_kj_mol=0.00 homo_lumo_gap_ev="5.6492 / 7.0465" e_homo_ev="-3.019 / -5.702" fmax_ha_per_bohr=0.010 spin_multiplicity=6 lumo_energy_ev="2.630 / 1.344" charge=-1
Ru -0.985578 0.448081 1.566736 0.1 0.5 0.1 2.470
N -4.778615 1.812125 -0.528956 0.0 0.2 0.2 0.074
C -3.612314 1.364319 0.010647 -0.1 -0.3 -0.4 0.118
S -2.741883 2.355912 1.090283 0.0 -0.1 0.0 0.275
N -3.204987 0.183345 -0.486322 0.0 0.3 0.4 0.197
N -2.227372 -0.364406 0.192830 0.0 -0.3 -0.4 0.456
C -1.160218 -0.977618 -0.602806 0.2 0.0 0.1 0.053
C -0.612735 -2.197522 0.099364 0.0 0.0 -0.3 0.017
C -0.095605 -3.286961 -0.585937 0.0 0.0 0.1 0.009
C 0.607248 -4.238095 0.135419 0.0 -0.1 -0.1 0.002
C 0.758482 -4.081396 1.503175 0.0 0.0 0.1 0.011
C 0.186576 -2.970059 2.104698 -0.1 0.0 0.0 0.010
N -0.483628 -2.053359 1.417744 0.1 0.0 0.0 0.092
H -5.214461 2.593322 -0.070574 0.0 0.0 0.0 0.007
H -5.377993 1.120778 -0.947827 0.0 0.0 0.0 0.004
H -1.462742 -1.195214 -1.629060 0.0 0.2 -0.1 0.001
H -0.219915 -3.359735 -1.658638 0.0 0.0 0.0 0.001
H 1.042082 -5.093281 -0.368020 0.0 0.0 0.0 0.000
H 1.305792 -4.798991 2.098473 0.0 0.0 0.0 0.001
H 0.261120 -2.807788 3.174456 0.0 0.0 0.0 0.000
N -0.469230 0.475171 4.975000 0.0 -0.1 -0.1 0.017
C 0.427696 1.170123 4.198838 -0.2 -0.1 0.3 0.020
N 1.485842 1.764067 4.693576 0.2 0.2 -0.2 0.004
N 2.074498 2.342569 3.604821 -0.1 -0.1 0.1 0.028
N 1.417578 2.099348 2.540853 -0.1 -0.1 0.0 -0.001
N 0.334364 1.327203 2.872899 0.1 0.0 -0.4 0.038
C -1.668373 -0.031016 4.528006 0.4 0.2 0.2 0.017
N -2.589538 -0.536631 5.315541 -0.3 -0.1 -0.1 0.004
N -3.572804 -0.920400 4.453022 0.1 0.0 0.1 0.024
N -3.253082 -0.664720 3.241533 0.1 0.1 0.1 0.000
N -2.018944 -0.082302 3.247792 -0.1 -0.1 -0.2 0.040
H -0.336571 0.527757 5.970069 0.0 0.0 0.0 0.001
N -0.106134 0.026178 -0.379427 -0.3 0.0 0.2 0.241
C 0.719455 0.433842 -1.388818 0.0 -0.1 0.1 0.328
C 2.090109 0.769528 -1.069364 0.0 0.0 0.0 0.028
C 2.681091 0.290872 0.112272 0.1 0.0 0.1 0.074
C 3.981808 0.620891 0.449827 -0.1 0.0 0.0 -0.005
C 4.744506 1.433559 -0.379405 -0.1 0.0 -0.1 0.083
C 4.173557 1.926876 -1.551234 0.0 0.0 0.0 -0.005
C 2.871243 1.608655 -1.890157 0.0 0.0 0.0 0.067
C 0.206157 0.536380 -2.759838 0.0 0.0 0.1 0.035
C 0.949152 0.084932 -3.861768 0.0 0.0 0.0 0.048
C 0.439152 0.154000 -5.148323 0.0 0.0 0.0 -0.002
C -0.831711 0.672870 -5.376664 0.0 0.0 0.0 0.056
C -1.583237 1.116651 -4.295201 0.0 0.0 0.0 -0.002
C -1.073792 1.048806 -3.007384 -0.1 0.0 0.0 0.050
H 2.093964 -0.334407 0.772401 0.0 0.0 0.0 0.005
H 4.393069 0.258010 1.384030 0.0 0.0 0.0 -0.002
H 5.757991 1.700035 -0.107291 0.0 0.0 0.0 0.006
H 4.745452 2.583421 -2.196589 0.0 0.0 0.0 -0.003
H 2.436959 2.031302 -2.787115 0.0 0.0 0.0 0.003
H 1.935794 -0.328994 -3.690790 0.0 0.0 0.0 0.001
H 1.034370 -0.205788 -5.979361 0.0 0.0 0.0 -0.002
H -1.230904 0.725837 -6.381888 0.0 0.0 0.0 0.004
H -2.574448 1.524927 -4.453089 0.0 0.0 0.0 -0.001
H -1.668294 1.396995 -2.172454 0.0 0.0 0.0 0.002

***

(6)
16
Properties=species:S:1:pos:R:3:forces:R:3:mulliken_charge:R:1 method="wB97M-V/def2-TZVPD" e_above_lowest_kj_mol=695.55 homo_lumo_gap_ev=8.3781 e_homo_ev=-7.954 fmax_ha_per_bohr=0.108 lumo_energy_ev=0.424
C -2.062631 1.620904 -0.694403 0.4 -0.6 0.2 -0.355
C -1.097987 1.107768 0.433701 5.4 -0.2 -1.1 -0.063
C -1.979228 0.038316 0.284392 -2.2 0.4 0.0 0.509
C -2.041598 -1.469848 0.329287 2.0 0.9 -1.1 -0.922
C 1.985807 0.794745 0.492704 0.9 1.4 -0.3 -0.900
C 0.903558 0.508442 -0.473160 -2.8 4.0 0.5 -0.644
N -3.005787 0.816205 -0.222073 -1.5 -0.9 -0.1 -0.389
H -0.975179 1.836150 1.236498 0.0 -0.6 -0.1 0.333
H -2.383692 -1.711319 1.321355 -0.1 -0.4 0.4 0.287
H -1.042297 -1.941787 0.093264 -1.0 0.5 0.6 0.251
H -2.737383 -1.780972 -0.425014 -0.5 -0.3 -0.2 0.336
H 2.170972 -0.041044 1.096468 0.3 -1.1 1.1 0.284
H 1.686898 1.624379 1.108723 -0.1 0.3 0.6 0.245
H 2.974846 1.146406 0.104293 -0.7 -0.5 -0.3 0.306
H 0.768211 -0.500786 -0.718511 -0.4 -1.1 -0.8 0.428
H 0.772898 1.322827 -1.259721 0.2 -1.7 0.7 0.291